DFT (ωB97M-V/def2-TZVPD) results for C3H2ClIN2 in the gas phase.

Structure (XYZ):
```
9
Properties=species:S:1:pos:R:3:forces:R:3:nbo_charge:R:1
C -1.46190 -0.33698 -0.00589 0.0 3.0 -0.3 -0.135
C -0.77627 -1.45924 -0.37523 1.0 0.9 -0.4 -0.015
C 1.37884 0.16730 -0.06015 -1.9 -2.6 -0.5 -0.117
N -0.89554 0.90400 0.16638 -1.7 -1.4 -0.7 -0.363
N 0.44880 1.03392 0.02695 1.9 2.9 1.9 -0.402
Cl -0.21788 -2.89360 0.17251 -0.4 -0.1 0.2 0.187
I 3.38886 0.60298 -0.02061 -0.1 0.4 -0.1 0.171
H -2.57919 -0.05864 -0.20919 1.9 -1.6 0.7 0.288
H 0.71428 2.04024 0.30525 -0.7 -1.6 -0.9 0.386
```
Positions in Å, forces in eV/Å.

Lowest unoccupied orbital energy (alpha / beta), eV: -1.19 / -1.19
HOMO level (alpha / beta), eV: -8.0 / -8.0
Largest force on an atom, Eh/bohr: 0.0778
Calculated total energy, Ha: -982.6596
Energy above the lowest of the compared OMol25 structures with the same formula, charge and spin, eV: 6.0271
Spin multiplicity: 1

=====

DFT (ωB97M-V/def2-TZVPD) results for 2 unconnected molecules or ions with the total composition C3H11NOS2.

Structure (XYZ):
```
18
Properties=species:S:1:pos:R:3:forces:R:3:nbo_charge:R:1
N -1.15749 -0.11376 -0.90418 -0.9 0.7 1.8 -0.874
C -1.72852 -0.40596 0.41455 -2.2 0.5 -2.1 -0.093
C -1.51727 0.87847 1.22572 0.3 -1.7 3.8 -0.618
C -1.12241 -1.63378 0.97926 1.4 -0.6 2.7 -0.543
S -1.35704 -3.31962 0.27951 1.6 0.9 -0.4 0.101
S 0.63463 -3.44850 -0.55483 -1.3 -0.5 1.0 -0.136
H -1.67108 -0.29113 -1.71011 -0.6 -0.6 -1.3 0.380
H -0.18956 -0.23062 -0.90037 1.5 -0.3 -0.6 0.363
H -2.83565 -0.60660 0.28792 1.0 0.4 0.0 0.193
H -0.46924 0.63024 1.80637 -2.0 1.9 -1.8 0.206
H -1.77020 1.70138 0.56932 1.3 0.4 0.0 0.244
H -2.23984 1.05992 2.11419 0.9 -0.9 -1.2 0.204
H -0.01086 -1.47629 1.05768 -0.9 -0.2 -0.2 0.225
H -1.40935 -1.73151 2.05255 -0.1 0.1 -0.6 0.221
H 0.17347 -3.21247 -1.75538 0.0 0.2 -1.0 0.127
H 6.29873 3.75427 -1.50389 -2.0 0.6 -1.3 0.471
H 4.89932 4.43860 -1.41427 -0.2 0.2 0.3 0.468
O 5.47237 4.00737 -2.04404 2.3 -0.8 1.0 -0.938
```
Positions in Å, forces in eV/Å.

Lowest unoccupied orbital energy, eV: 0.15
SMILES: C[C@@H](N)CSS.O
HOMO level, eV: -8.9
Largest force on an atom, Eh/bohr: 0.0809
Calculated total energy, Ha: -1047.2144
Energy above the lowest of the compared OMol25 structures with the same formula, charge and spin, eV: 1.4417
Spin multiplicity: 1

=====

DFT (ωB97M-V/def2-TZVPD) results for a gas-phase ion, C7H11O2 (charge +1).

Structure (XYZ):
```
20
Properties=species:S:1:pos:R:3:forces:R:3:nbo_charge:R:1
C -1.71422 -0.62231 -0.02195 -0.5 -0.3 -1.3 0.487
C -1.05086 0.76864 -0.00783 -0.8 -0.3 -0.5 0.620
C -0.74967 -1.78359 -0.00038 -1.2 0.0 -0.6 -0.540
C 0.58672 -1.37490 0.52254 2.1 0.9 1.8 -0.451
C 1.12072 -0.21882 -0.28308 1.2 0.0 0.2 0.101
C -1.78796 2.00466 -0.10356 -1.6 -0.6 -2.2 -0.723
C 2.50984 0.42276 0.13640 -1.0 -0.7 -2.1 -0.636
O -2.87759 -0.65456 -0.35970 1.3 0.2 0.8 -0.385
O 0.16904 0.90412 -0.20985 0.3 0.5 0.4 -0.360
H -1.22890 -2.53408 0.57300 -0.3 -0.9 0.8 0.281
H -0.79516 -2.21510 -1.03073 0.5 0.5 0.5 0.279
H 0.56087 -1.00495 1.69718 0.1 -1.2 -2.9 0.241
H 1.43679 -2.09900 0.36207 -1.3 0.1 0.7 0.277
H 1.04995 -0.37962 -1.36976 0.5 -0.5 0.3 0.218
H -1.36696 2.49054 -1.01316 -0.7 -0.1 0.4 0.290
H -1.45155 2.57312 0.67667 0.7 1.9 2.2 0.280
H -2.89304 1.92628 -0.09673 0.9 -0.1 -0.1 0.288
H 2.19604 1.38444 0.48197 0.6 0.8 0.3 0.236
H 3.12202 0.48077 -0.78990 -0.5 0.4 0.6 0.245
H 3.16390 -0.06840 0.83681 -0.5 -0.6 0.6 0.251
```
Positions in Å, forces in eV/Å.

Charge: +1
Lowest unoccupied orbital energy, eV: -6.06
HOMO level, eV: -15.1
Largest force on an atom, Eh/bohr: 0.0609
Calculated total energy, Ha: -423.4785
Energy above the lowest of the compared OMol25 structures with the same formula, charge and spin, eV: 0.0166
Spin multiplicity: 1

=====

- What is the largest force on an atom in the third record?
  0.0609 Eh/bohr

=====

- energy above the lowest of the compared OMol25 structures with the same formula, charge and spin of number 2 (C3H11NOS2)?
  1.4417 eV

=====

Copy entry 3 word for word.
DFT (ωB97M-V/def2-TZVPD) results for a gas-phase ion, C7H11O2 (charge +1).

Structure (XYZ):
```
20
Properties=species:S:1:pos:R:3:forces:R:3:nbo_charge:R:1
C -1.71422 -0.62231 -0.02195 -0.5 -0.3 -1.3 0.487
C -1.05086 0.76864 -0.00783 -0.8 -0.3 -0.5 0.620
C -0.74967 -1.78359 -0.00038 -1.2 0.0 -0.6 -0.540
C 0.58672 -1.37490 0.52254 2.1 0.9 1.8 -0.451
C 1.12072 -0.21882 -0.28308 1.2 0.0 0.2 0.101
C -1.78796 2.00466 -0.10356 -1.6 -0.6 -2.2 -0.723
C 2.50984 0.42276 0.13640 -1.0 -0.7 -2.1 -0.636
O -2.87759 -0.65456 -0.35970 1.3 0.2 0.8 -0.385
O 0.16904 0.90412 -0.20985 0.3 0.5 0.4 -0.360
H -1.22890 -2.53408 0.57300 -0.3 -0.9 0.8 0.281
H -0.79516 -2.21510 -1.03073 0.5 0.5 0.5 0.279
H 0.56087 -1.00495 1.69718 0.1 -1.2 -2.9 0.241
H 1.43679 -2.09900 0.36207 -1.3 0.1 0.7 0.277
H 1.04995 -0.37962 -1.36976 0.5 -0.5 0.3 0.218
H -1.36696 2.49054 -1.01316 -0.7 -0.1 0.4 0.290
H -1.45155 2.57312 0.67667 0.7 1.9 2.2 0.280
H -2.89304 1.92628 -0.09673 0.9 -0.1 -0.1 0.288
H 2.19604 1.38444 0.48197 0.6 0.8 0.3 0.236
H 3.12202 0.48077 -0.78990 -0.5 0.4 0.6 0.245
H 3.16390 -0.06840 0.83681 -0.5 -0.6 0.6 0.251
```
Positions in Å, forces in eV/Å.

Charge: +1
Lowest unoccupied orbital energy, eV: -6.06
HOMO level, eV: -15.1
Largest force on an atom, Eh/bohr: 0.0609
Calculated total energy, Ha: -423.4785
Energy above the lowest of the compared OMol25 structures with the same formula, charge and spin, eV: 0.0166
Spin multiplicity: 1